# 1
C22H41ClNOP3Sn | ωB97M-V with the def2-TZVPD basis set

Results
Lowest unoccupied orbital energy (alpha / beta): -14.7 / -14.0 eV
Gap between HOMO and LUMO (alpha / beta): 4.72 / 5.80 eV
F_max: 4.414 eV Å⁻¹
Charge: +4
HOMO level (alpha / beta): -19.459 / -19.793 eV

Geometry as XYZ:
```
70
Properties=species:S:1:pos:R:3:forces:R:3
Sn -0.871 1.226 0.442 1.7146 -2.8092 1.4625
P -2.225 -1.055 0.433 -1.0238 -0.1745 0.4061
P 1.338 -0.684 2.266 1.0310 0.1452 1.2599
P 1.685 -2.441 -0.970 3.6149 -1.2325 -2.2123
H -0.692 3.809 -0.792 -0.0051 -0.5016 0.5431
C -1.026 2.814 -1.111 -3.2240 0.5248 -1.3874
C -2.354 2.315 -0.802 0.4250 2.2845 -1.3649
H -3.051 2.900 -0.166 0.6942 -0.3729 -0.2614
C -3.894 -0.710 1.008 -0.1793 0.2579 0.0599
C -1.619 -2.372 1.509 0.5392 0.2688 0.2212
C -2.433 -1.884 -1.164 0.5011 0.5140 -0.4837
C 2.898 0.293 2.267 -0.1842 0.2336 -0.5385
C 0.778 -0.212 3.954 -0.4507 0.0707 -0.0885
C 2.059 -2.308 2.758 -0.3652 -0.3719 -0.3749
C 1.513 -2.737 -2.776 -1.4839 0.5518 -0.2723
C 2.387 -4.082 -0.550 -0.9170 -0.2744 1.3418
C 3.211 -1.405 -1.005 -0.4573 0.8706 0.9785
H -0.529 2.467 -2.021 -0.0645 -0.2442 0.4759
H -2.836 1.609 -1.494 0.4205 0.0253 0.3268
H -4.221 0.290 0.698 -0.0827 -0.3035 0.0564
H -3.925 -0.779 2.103 -0.1404 -0.0043 -0.2477
H -4.543 -1.468 0.550 -0.0787 0.1941 0.3213
H -1.550 -2.014 2.545 0.0142 -0.2321 -0.2269
H -0.638 -2.735 1.168 -0.3172 0.0981 0.1917
H -2.354 -3.187 1.443 0.0598 0.1743 0.0111
H -2.610 -1.159 -1.967 -0.0343 -0.2781 0.0751
H -3.307 -2.542 -1.054 0.2384 0.1196 0.0014
H -1.536 -2.470 -1.407 -0.3163 0.1838 0.0241
H 3.459 0.115 3.195 -0.2094 0.0002 -0.2393
H 2.638 1.357 2.208 0.2780 -0.1329 -0.0405
H 3.525 0.015 1.412 -0.0815 0.2546 0.2447
H 1.652 -0.196 4.619 -0.2646 -0.0304 -0.1045
H 0.059 -0.953 4.325 0.1093 0.2378 0.0413
H 0.314 0.781 3.948 0.1549 -0.1903 0.1581
H 2.800 -2.138 3.550 -0.1746 -0.0073 -0.2094
H 2.541 -2.812 1.912 -0.0410 0.0907 0.2988
H 1.272 -2.963 3.154 0.2020 0.0375 -0.1027
H 1.998 -3.669 -3.076 -0.0925 0.0931 0.3144
H 1.956 -1.893 -3.310 -0.1911 -0.1355 0.1188
H 0.447 -2.782 -3.018 0.2491 -0.1204 -0.3950
H 2.837 -4.524 -1.448 -0.1399 0.3159 0.1794
H 1.543 -4.709 -0.229 0.4285 -0.2820 -0.0352
H 3.125 -4.024 0.257 -0.2398 -0.0307 -0.1339
H 3.777 -1.614 -1.922 -0.3213 -0.2212 0.1315
H 3.837 -1.621 -0.128 -0.2087 0.0831 -0.2305
H 2.934 -0.343 -0.998 0.2632 -0.1579 -0.0619
C 0.399 0.420 -3.585 -0.1355 -0.3362 0.7184
C 1.324 1.507 -3.464 0.5714 0.0272 -0.6518
C 1.991 1.941 -4.599 -0.0941 0.5331 1.3809
C 1.643 1.473 -5.882 -0.1399 -0.1270 -0.4289
C 0.554 0.596 -6.019 -0.9748 -0.4608 0.2018
C -0.101 0.129 -4.891 0.1106 -0.5911 -0.9803
O 0.069 -0.363 -2.601 -0.3558 1.2698 0.4763
H 0.008 0.127 -0.950 0.3034 1.1007 -0.4540
H 1.487 1.910 -2.469 0.5397 -0.0646 -0.1435
H 2.773 2.693 -4.486 -0.1973 -0.1578 -0.1427
H 2.158 1.829 -6.781 -0.0729 -0.0871 0.4414
H 0.187 0.288 -7.007 0.2930 0.2031 0.4377
H -0.939 -0.569 -4.953 0.2742 0.1483 -0.1510
Cl -1.766 6.399 3.002 0.0818 -0.4147 0.0704
C -1.824 4.695 3.191 0.1835 0.3247 -0.4374
C -2.485 4.117 4.278 0.2899 -0.5439 -0.4594
C -2.540 2.724 4.323 0.2167 0.0589 -0.3045
C -1.973 1.971 3.298 -0.2366 -0.2799 0.2117
N -1.326 2.538 2.255 -0.1070 -0.1940 -0.4807
C -1.236 3.896 2.204 -0.3699 -0.4405 0.2554
H -2.946 4.747 5.028 -0.0001 -0.0620 0.0612
H -3.035 2.210 5.138 -0.0128 0.0250 -0.0202
H -2.057 0.878 3.297 0.0988 0.4585 0.0636
H -0.736 4.341 1.356 0.0851 0.0880 0.1031
```
Forces are in eV/Å.

# 2
C22H41ClNP3SeTi | ωB97M-V with the def2-TZVPD basis set

Results
Lowest unoccupied orbital energy (alpha / beta): -14.9 / -14.9 eV
Gap between HOMO and LUMO (alpha / beta): 3.47 / 3.49 eV
F_max: 3.213 eV Å⁻¹
Charge: +4
HOMO level (alpha / beta): -18.392 / -18.397 eV

Geometry as XYZ:
```
70
Properties=species:S:1:pos:R:3:forces:R:3
Ti -0.090 -0.163 0.712 -0.6435 -1.0856 0.1056
P 0.239 1.853 2.024 0.3464 2.9550 1.2130
P -2.507 0.674 0.755 -1.2698 0.7848 -0.3330
P 2.385 -0.011 0.604 1.5679 0.6147 -0.1689
H -1.350 -3.372 -4.983 0.2582 -0.7176 1.3511
C -0.856 -4.039 -4.220 -0.0064 -0.3943 0.1999
C -0.538 -3.798 -2.924 0.1204 -0.5821 -1.1618
H -0.823 -2.937 -2.285 0.1734 -0.1904 -0.7302
C 0.353 3.435 1.052 -0.0489 -0.4708 -0.7643
C -1.014 2.413 3.255 -0.3320 -0.5986 0.0583
C 1.702 2.153 3.107 0.1892 -0.5979 0.0894
C -3.049 -0.421 -0.613 0.6866 -0.4262 0.0762
C -3.454 0.143 2.224 0.4920 -0.1208 0.4044
C -2.969 2.394 0.307 0.4321 0.1777 -0.0790
C 2.567 -1.275 -0.707 -0.8651 -0.1288 0.0894
C 3.273 -0.676 2.042 -0.4403 -0.0824 0.3981
C 3.280 1.490 0.077 -0.3421 0.2163 -0.2035
H -0.626 -5.080 -4.598 -0.0069 1.5003 0.2777
H 0.095 -4.572 -2.465 -0.6066 0.3798 0.2014
H 0.453 4.223 1.819 -0.0450 -0.3165 -0.3384
H -0.549 3.610 0.440 0.4926 -0.0106 0.3167
H 1.241 3.426 0.396 -0.4252 0.0852 0.2802
H -0.599 3.352 3.650 -0.2720 -0.3187 -0.0644
H -1.113 1.688 4.074 -0.0216 0.2783 -0.0849
H -2.005 2.608 2.829 0.3944 -0.0375 0.2019
H 1.450 3.081 3.639 0.1883 -0.3003 -0.1038
H 2.640 2.308 2.564 -0.3807 -0.0628 0.2302
H 1.840 1.349 3.840 0.0108 0.2752 -0.0387
H -4.024 -0.112 -1.031 0.3902 0.0009 0.2038
H -3.137 -1.442 -0.201 -0.1275 0.2724 -0.2520
H -2.293 -0.432 -1.425 -0.4802 0.0549 0.0878
H -4.545 0.193 2.089 0.3140 0.0953 -0.2998
H -3.183 0.774 3.077 -0.1710 -0.1002 -0.1423
H -3.177 -0.889 2.484 -0.1511 0.2159 -0.1453
H -4.052 2.519 0.148 0.2493 -0.3562 0.1220
H -2.453 2.679 -0.624 -0.2297 -0.2217 0.1703
H -2.650 3.108 1.078 -0.2544 -0.2707 -0.2105
H 3.600 -1.258 -1.094 -0.3125 0.0288 0.1191
H 1.860 -1.093 -1.541 0.4318 -0.1069 0.0967
H 2.352 -2.261 -0.258 0.2138 0.2326 -0.2921
H 4.260 -1.046 1.748 -0.1122 0.0883 -0.1520
H 2.699 -1.503 2.472 0.1928 -0.0063 -0.0497
H 3.399 0.085 2.818 0.0570 -0.1087 -0.2115
H 4.313 1.224 -0.184 -0.2034 -0.0758 0.0466
H 3.309 2.248 0.869 0.0835 -0.3343 -0.3223
H 2.780 1.931 -0.797 0.2123 -0.1725 0.1081
C 0.253 1.381 -4.013 0.9354 -1.5338 -1.0443
C -0.020 0.002 -4.160 -0.3946 -0.0520 -0.5402
C 0.116 -0.625 -5.413 0.0358 -0.1217 0.4359
C 0.643 0.057 -6.526 -0.3786 0.2653 0.8192
C 1.029 1.389 -6.347 -0.0824 -0.2415 0.1693
C 0.900 2.014 -5.105 -0.2893 0.4679 0.8573
Se -0.172 2.316 -2.404 0.1891 -0.5207 0.0431
H -0.172 1.079 -1.447 0.0626 0.1159 -0.0601
H -0.322 -0.618 -3.306 -0.2383 0.2791 -0.3280
H -0.209 -1.673 -5.510 0.4516 0.6487 0.0901
H 0.761 -0.449 -7.484 -0.0885 0.2083 0.2605
H 1.430 1.942 -7.189 0.1440 0.0209 0.1896
H 1.311 3.005 -4.933 -0.2286 0.0619 -0.3801
Cl 0.030 -1.880 6.237 -0.0833 -0.3969 -0.2521
C -0.215 -2.251 4.585 0.2416 1.0519 0.6578
C -0.564 -3.519 4.121 -0.1312 0.0487 -0.3897
C -0.747 -3.686 2.750 -0.0754 -0.1088 -0.7798
C -0.567 -2.614 1.879 0.0159 0.0276 0.6608
N -0.256 -1.387 2.370 0.4678 0.8714 -0.5684
C -0.068 -1.184 3.703 -0.2172 -0.6294 -0.6518
H -0.702 -4.341 4.817 0.0294 0.0276 -0.0756
H -1.037 -4.635 2.308 0.0973 -0.0241 0.2798
H -0.658 -2.717 0.781 -0.0841 -0.1316 0.3921
H 0.202 -0.185 4.047 -0.1276 -0.3959 -0.0849
```
Forces are in eV/Å.

# 3
C22H41CoFN3O10P2S | ωB97M-V with the def2-TZVPD basis set

Results
Lowest unoccupied orbital energy (alpha / beta): 0.5 / 0.3 eV
2S+1: 5
Gap between HOMO and LUMO (alpha / beta): 4.89 / 7.72 eV
F_max: 3.269 eV Å⁻¹
HOMO level (alpha / beta): -4.345 / -7.422 eV

Geometry as XYZ:
```
81
Properties=species:S:1:pos:R:3:forces:R:3
Co 0.628 -1.573 0.975 -0.0091 1.2737 -0.4018
F -0.143 0.341 0.315 0.5529 -0.8044 0.3126
C -1.579 0.954 3.831 -1.1976 -0.2755 -0.8597
C -1.480 0.052 5.081 -0.3857 0.3380 0.3364
C -1.375 -1.472 4.717 1.0678 1.0194 -0.4190
S -2.125 -1.542 3.056 -0.9349 1.1213 -2.0577
O -3.447 -2.173 3.071 1.5789 -0.4805 0.1609
O -1.124 -1.891 1.984 -2.2874 -0.2362 2.3240
C -2.508 0.236 2.841 0.7378 -0.0065 0.0064
H -0.641 1.199 3.333 0.2774 -0.4170 0.2621
H -2.048 1.921 4.010 0.1374 0.0057 0.5289
H -2.357 0.139 5.723 -0.2746 0.3166 -0.2728
H -0.688 0.513 5.672 0.4251 -0.9118 0.1974
H -1.858 -2.194 5.375 -0.3177 0.3599 -0.1074
H -0.322 -1.745 4.650 -0.0537 -0.1813 -0.4366
H -3.567 0.421 3.017 0.0375 -0.4767 0.5064
H -2.357 0.525 1.801 0.4803 -0.2779 -0.0398
C 5.641 -1.905 -0.581 0.3604 -0.0731 0.2422
O 4.505 -2.126 -1.423 -0.8266 0.9694 -0.7983
P 3.141 -1.307 -1.388 -0.5373 0.4108 -0.3242
O 2.416 -1.500 -0.088 0.6824 0.6118 -1.6358
O 2.297 -1.918 -2.648 1.4771 0.9759 1.2181
C 2.820 -1.700 -3.965 -0.3255 -0.8442 -1.6855
O 3.532 0.245 -1.798 0.5972 -3.0532 -0.2056
C 2.663 1.317 -1.561 -1.4684 1.1651 1.2211
H 5.578 -0.992 0.012 -0.3227 -0.1304 0.0800
H 6.542 -1.816 -1.189 -0.2166 -0.0704 -0.2492
H 5.738 -2.793 0.043 -0.0256 0.2461 0.1633
H 3.862 -1.402 -4.072 -0.1598 0.4137 0.6378
H 2.154 -1.118 -4.601 -0.0108 0.9444 0.7429
H 2.763 -2.616 -4.554 0.1312 -0.7198 0.6353
H 1.661 0.972 -1.306 0.2152 -0.0782 0.3627
H 2.477 2.034 -2.361 0.7132 -0.5667 -0.7341
H 3.065 1.904 -0.735 -0.0722 -0.1075 0.1225
C -0.393 -3.996 -3.597 1.4002 0.6442 -2.0031
O -1.376 -3.183 -3.022 -1.4952 0.2869 2.2506
P -1.507 -3.131 -1.418 0.1036 0.7515 1.1886
O -0.404 -2.367 -0.736 -1.6635 -1.2059 -1.2083
O -1.551 -4.651 -1.010 0.7733 0.6274 0.3188
C -2.484 -5.541 -1.575 -0.7023 -1.1816 0.8178
O -3.022 -2.694 -1.092 2.1110 -1.1612 -1.3222
C -3.422 -1.542 -0.411 -0.4811 1.6371 0.3121
H -0.194 -3.388 -4.479 0.5455 -0.4334 -0.3791
H -0.705 -4.971 -3.973 -0.5057 -0.0437 0.5675
H 0.557 -4.068 -3.068 -0.2810 0.0163 0.5015
H -2.858 -5.225 -2.549 0.3889 -0.3342 -0.1253
H -3.343 -5.704 -0.925 -0.2457 0.7783 0.1783
H -2.017 -6.520 -1.467 0.2177 -0.0215 -1.0685
H -2.606 -0.878 -0.123 0.3839 -0.3399 0.0764
H -3.986 -1.837 0.474 0.0155 0.0238 -0.0978
H -4.028 -0.944 -1.091 -0.2855 -0.1281 0.0758
N -0.990 3.124 0.709 -0.4287 1.3572 1.0719
C -2.000 3.439 -0.172 -0.6641 0.3847 1.1952
C -2.544 4.654 0.251 -0.3889 -0.6074 -2.5969
C -1.754 5.132 1.258 0.5017 1.3475 2.7102
C -0.891 4.180 1.657 1.2064 -2.2892 -1.5261
H -0.505 2.241 0.790 -0.0212 -0.3422 -0.3255
H -2.361 2.779 -0.947 0.2804 -0.0545 0.1395
H -3.332 5.214 -0.230 0.0015 -0.2120 -0.1377
H -1.741 6.060 1.809 -0.6172 0.2183 -0.2799
H -0.138 4.161 2.431 -0.0245 -0.0010 -0.1589
N -0.608 0.976 -2.381 0.5489 0.2291 -1.5099
C -0.652 2.231 -2.931 -0.5968 0.5950 0.0608
C -1.228 2.173 -4.211 0.9745 0.1621 1.6097
C -1.381 0.805 -4.483 -0.0868 -0.4956 0.5949
C -0.957 0.107 -3.348 -1.3381 -0.7749 -1.5931
H -0.240 0.662 -1.494 -0.1203 0.2702 0.7370
H -0.312 3.064 -2.333 -0.2212 0.0989 -0.1478
H -1.538 3.028 -4.794 0.2646 -0.1111 -0.0772
H -1.844 0.396 -5.369 0.1587 -0.1975 0.0863
H -1.037 -0.962 -3.217 0.2508 0.2219 0.2686
N 2.189 1.725 3.153 0.5117 1.3286 0.3369
C 2.736 2.546 4.091 0.4022 1.1423 0.2083
C 3.041 3.779 3.490 0.1535 -0.7980 1.0258
C 2.648 3.747 2.134 -0.6391 -2.7212 0.6192
C 2.150 2.425 1.992 -0.3065 0.5671 -1.5787
H 1.898 0.771 3.312 0.0090 0.0232 -0.3789
H 2.835 2.238 5.122 0.1547 0.0163 -0.1212
H 3.600 4.548 4.002 -0.2977 0.1688 -0.0036
H 2.672 4.527 1.387 0.0870 -0.2120 0.0553
H 1.760 1.879 1.146 -0.0797 0.3091 -0.2006
```
Forces are in eV/Å.

Q: The lowest F_max belongs to which entry?
A: C22H41ClNP3SeTi